# 1
Entry from OMol25: a structure of composition C28H27N3SSiTi in a non-equilibrium geometry (the ωB97M-V functional and the def2-TZVPD basis).

Each line ends with the Löwdin charge.
Atoms and positions in Å:
Ti1 -0.1622 -0.3071 -0.5981  0.836
S1 -3.2502 -3.7947 -0.7586  1.093
Si1 0.3240 -0.2049 -4.1157  0.770
N1 -0.1045 -2.9675 2.6697  0.184
N2 -1.5572 -1.8429 -0.5139  -0.112
N3 0.3380 -1.1761 1.3963  0.090
C1 -2.0345 -3.9190 0.4565  -0.307
C2 -1.9310 0.9362 -0.2540  -0.161
C3 0.0953 1.8303 -1.0134  -0.162
C4 -0.2646 -2.4024 1.4350  -0.223
C5 -2.4120 0.2964 -4.6101  -0.137
C6 -1.0074 0.1177 -6.5788  -0.085
C7 -2.0578 0.6900 -7.3534  -0.068
C8 1.2914 0.2964 4.6970  -0.065
C9 -2.6510 -2.2003 -1.2272  -0.314
C10 1.6749 -2.0853 -5.9460  -0.103
C11 1.3204 -1.8743 -2.2083  -0.122
C12 2.6827 -2.4016 -6.9009  -0.077
C13 3.6351 -1.4590 -7.2246  -0.087
C14 0.8557 -0.9487 2.7050  -0.172
C15 -1.2145 -2.8170 0.4484  -0.293
C16 1.6289 -0.8290 -5.3514  -0.343
C17 -1.2126 1.3651 -1.4205  -0.209
C18 1.0096 -0.8221 5.4862  -0.053
C19 2.6525 0.1105 -5.6783  -0.107
C20 -3.3950 0.9093 -5.3489  -0.088
C21 3.6296 -0.2033 -6.6046  -0.083
C22 0.1572 1.6960 0.4152  -0.151
C23 -1.1382 -0.0246 -5.2048  -0.326
C24 0.5768 -2.0646 3.4999  -0.182
C25 0.6560 -2.0271 4.8597  -0.012
C26 -1.0744 1.1640 0.8641  -0.154
C27 -3.2223 1.1200 -6.7394  -0.080
C28 1.2482 0.2594 3.3017  -0.001
H1 -1.6072 1.4405 -2.4440  0.088
H2 -2.9648 0.6414 -0.2220  0.120
H3 0.3828 -1.9313 -1.5530  -0.014
H4 -0.4599 -3.8763 2.9544  0.174
H5 -4.3030 1.2401 -4.8684  0.099
H6 1.5431 1.2494 5.1808  0.119
H7 1.8808 -0.9347 -2.2968  0.024
H8 -1.9319 0.8088 -8.4410  0.111
H9 1.9976 -2.3492 -1.4967  0.056
H10 0.8376 0.9704 -3.4659  -0.049
H11 4.4006 0.5175 -6.8156  0.101
H12 0.8886 2.2095 -1.6472  0.107
H13 -1.3865 1.0911 1.9112  0.134
H14 1.4804 1.1083 2.6684  0.091
H15 4.4299 -1.7060 -7.9102  0.103
H16 0.9518 -2.8801 -5.6520  0.115
H17 2.6644 1.0731 -5.1360  0.096
H18 0.9176 -1.9783 -3.1907  -0.057
H19 -1.8699 -4.7659 1.1220  0.095
H20 2.7015 -3.3995 -7.3347  0.104
H21 0.4105 -2.8873 5.4786  0.121
H22 -3.9936 1.6419 -7.3083  0.106
H23 1.0756 -0.7284 6.5790  0.121
H24 -3.0615 -1.5612 -1.9972  0.085
H25 -2.5698 0.0778 -3.5581  0.050
H26 0.9810 2.0490 1.0358  0.108
H27 -0.1015 -0.1658 -7.1034  0.096

Computed properties:
Net charge   +1
2S+1   2
Energy relative to the best compared isomer or geometry (same formula, charge and spin)   1.8836 eV
Expectation value of S²   0.77
Max |F|   3.55 eV/Å
Frontier orbital gap (spin up / spin down)   4.7 / 4.5 eV


# 2
Entry from OMol25: a cluster of 2 separate species, C28H27N4O7S in total in a non-equilibrium geometry (the ωB97M-V functional and the def2-TZVPD basis).

Each line ends with the Löwdin charge.
Atoms and positions in Å:
S1 2.1897 -0.9682 -3.1522  0.771
O1 2.2696 -1.9301 -1.9912  -0.379
O2 0.2085 1.6765 2.6081  0.084
O3 2.4538 -1.3448 -4.5916  -0.377
O4 4.6755 1.9607 1.8706  0.063
O5 -4.9592 -3.2629 -4.0181  -0.015
O6 -3.5814 -4.9231 -4.3192  -0.010
O7 2.8530 -2.1546 2.5676  0.092
N1 -3.8117 -3.7289 -4.0763  -0.374
N2 -5.1435 0.5244 2.4904  -0.235
N3 2.4368 1.8441 2.2850  0.030
N4 3.8085 -0.1159 2.2447  0.026
C1 4.1534 1.9404 -1.1699  -0.067
C2 0.2930 -1.1962 2.4436  0.106
C3 3.1233 0.5010 -2.7613  -0.304
C4 -6.1981 0.0841 1.5758  -0.073
C5 -3.3423 -0.9448 3.3035  -0.015
C6 5.1225 -0.7092 2.3009  -0.007
C7 3.7017 1.2722 2.1137  -0.426
C8 -0.5317 -1.1420 -3.3660  -0.320
C9 -2.6949 -2.8410 -3.8461  -0.205
C10 -5.4534 1.7278 3.2646  -0.078
C11 2.3538 3.2638 2.5259  -0.009
C12 -0.3406 -2.5322 -3.6399  -0.050
C13 3.5378 1.3183 -3.7847  -0.064
C14 4.2597 2.4593 -3.5007  -0.081
C15 2.7026 -0.9562 2.4080  -0.371
C16 1.3664 -0.3635 2.3807  -0.026
C17 3.4268 0.8030 -1.4562  -0.054
C18 0.5226 -0.3117 -3.1253  -0.197
C19 -2.0397 -1.3658 3.2886  -0.026
C20 4.5601 2.7712 -2.1916  -0.084
C21 -3.8013 0.0278 2.4022  -0.231
C22 -1.5893 0.1135 1.4537  -0.021
C23 -2.8915 0.5332 1.4621  0.010
C24 -1.8722 -0.6498 -3.3532  -0.059
C25 -2.9175 -1.4910 -3.5887  -0.039
C26 -1.1140 -0.8220 2.3860  -0.191
C27 -1.4017 -3.3503 -3.8722  -0.022
C28 1.2630 1.0961 2.4270  -0.345
H1 3.1234 0.1337 -0.6681  0.101
H2 -3.2285 1.2795 0.7638  0.119
H3 1.3077 3.5674 2.5721  0.091
H4 5.8816 0.0711 2.3541  0.092
H5 -0.8902 0.5382 0.7546  0.121
H6 5.2844 -1.3197 1.4143  0.105
H7 4.6034 3.0923 -4.3019  0.100
H8 5.1049 3.6732 -1.9658  0.100
H9 0.5231 -2.2421 2.5782  0.136
H10 -5.8472 -0.7601 0.9882  0.089
H11 -5.7468 2.5391 2.6023  0.071
H12 -3.9344 -1.1349 -3.5817  0.104
H13 -4.5748 2.0361 3.8254  0.085
H14 -6.2635 1.5293 3.9625  0.071
H15 0.6607 -2.9274 -3.6583  0.082
H16 0.3765 0.7286 -2.9224  0.063
H17 -1.7004 -2.0934 4.0057  0.112
H18 2.8268 3.4869 3.4813  0.101
H19 3.3215 1.0400 -4.8030  0.112
H20 -6.4764 0.8913 0.9020  0.071
H21 -2.0523 0.3930 -3.1583  0.095
H22 2.8616 3.8106 1.7340  0.095
H23 -7.0766 -0.2229 2.1393  0.072
H24 5.1923 -1.3418 3.1855  0.096
H25 -1.2602 -4.3998 -4.0761  0.110
H26 -4.0369 -1.3408 4.0232  0.109
H27 4.4225 2.1596 -0.1494  0.073

Computed properties:
Net charge   -1
Max |F|   3.30 eV/Å
Frontier orbital gap   4.2 eV


# 3
Entry from OMol25: a structure of composition C28H28BaI2N2OSi in a non-equilibrium geometry (the ωB97M-V functional and the def2-TZVPD basis).

Each line ends with the Löwdin charge.
Atoms and positions in Å:
Ba1 2.4595 -0.3692 -0.9443  1.420
I1 0.6345 4.1338 -2.6035  0.931
I2 5.1606 6.1166 0.7645  0.897
Si1 -1.2764 0.2228 -0.0743  0.710
O1 1.1333 1.5399 -0.6418  -0.591
N1 2.8986 1.0873 1.1978  -0.140
N2 0.5154 -2.0078 0.4078  -0.318
C1 2.9468 2.3346 0.6411  -0.264
C2 2.0292 3.8087 -1.0775  -0.656
C3 0.1482 -2.7805 -0.8129  -0.254
C4 -0.6674 -1.2828 0.9100  -0.237
C5 3.7457 0.8301 2.3044  -0.174
C6 -2.8663 0.7806 0.7453  -0.241
C7 -3.1120 0.5852 2.1058  -0.090
C8 0.4485 -4.2767 1.4584  -0.170
C9 -4.2697 1.0632 2.7048  -0.082
C10 -0.8090 0.2975 -2.9178  -0.123
C11 -2.6518 -1.0446 -2.1669  -0.107
C12 -3.8190 1.4792 0.0008  -0.090
C13 2.9231 4.7814 -0.7420  -0.253
C14 -2.0802 -0.9961 -4.5012  -0.074
C15 4.7238 3.0317 2.1149  -0.063
C16 3.8930 3.3443 1.0500  -0.231
C17 -1.6105 -0.1648 -1.8665  -0.266
C18 1.0877 -2.8911 1.4470  -0.206
C19 -1.0429 -0.1129 -4.2236  -0.075
C20 -0.0541 1.6289 0.1926  -0.203
C21 -2.8875 -1.4601 -3.4690  -0.076
C22 -4.9776 1.9611 0.5908  -0.079
C23 1.0332 -4.0013 -0.9820  -0.195
C24 3.8484 4.5689 0.3104  -0.660
C25 2.0456 2.5791 -0.3732  -0.391
C26 -5.2065 1.7524 1.9458  -0.082
C27 0.7814 -5.0092 0.1493  -0.182
C28 4.6102 1.7468 2.7668  -0.098
H1 0.7960 -4.8409 2.3246  0.113
H2 -1.5194 -1.9660 1.0661  0.099
H3 1.6627 -5.6392 0.2840  0.110
H4 2.0816 -3.6932 -0.9951  0.069
H5 0.2680 1.6342 1.2422  0.106
H6 -6.1115 2.1262 2.4081  0.104
H7 -0.5421 2.5817 -0.0263  0.087
H8 -0.6327 -4.1660 1.5745  0.107
H9 5.2370 1.4974 3.6146  0.096
H10 -0.4148 0.2586 -5.0226  0.108
H11 0.9816 -2.3876 2.4086  0.119
H12 -5.7039 2.4996 -0.0060  0.105
H13 0.2141 -2.1307 -1.6829  0.061
H14 5.4384 3.7657 2.4592  0.048
H15 -3.6568 1.6466 -1.0635  0.108
H16 -0.0425 -5.6722 -0.1238  0.110
H17 -2.2633 -1.3181 -5.5188  0.105
H18 2.9130 5.7172 -1.2859  0.073
H19 3.6858 -0.1598 2.7573  0.094
H20 -3.7016 -2.1424 -3.6809  0.104
H21 0.0076 1.0024 -2.7192  0.042
H22 -0.8978 -3.1021 -0.7484  0.126
H23 2.1668 -3.0055 1.2769  0.103
H24 -4.4402 0.8987 3.7614  0.104
H25 -0.4177 -0.8717 1.8945  0.086
H26 -3.2956 -1.4112 -1.3699  0.112
H27 -2.3942 0.0503 2.7188  0.096
H28 0.8458 -4.4490 -1.9593  0.117

Computed properties:
Net charge   0
Energy relative to the best compared isomer or geometry (same formula, charge and spin)   3.4048 eV
Max |F|   2.25 eV/Å
Frontier orbital gap (spin up / spin down)   3.6 / 5.5 eV


# 4
Entry from OMol25: a structure of composition C28H28Br2N6O2Re in a non-equilibrium geometry (the ωB97M-V functional and the def2-TZVPD basis).

Each line ends with the Löwdin charge.
Atoms and positions in Å:
Re1 -0.1047 0.6993 -0.4084  1.821
Br1 -3.8625 -3.6371 -4.0154  0.959
Br2 -6.2595 3.4133 -1.3581  0.969
O1 -0.5993 -0.7687 1.0075  -0.154
O2 0.6750 -2.4150 0.1893  0.065
N1 -2.0748 1.5592 -0.5576  -0.066
N2 0.4968 -3.9781 2.3427  0.112
N3 0.4701 2.2525 -1.5972  0.062
N4 -1.1475 -0.5617 -1.8190  -0.045
N5 2.0013 0.2158 -0.5392  -0.058
N6 0.7807 1.5499 1.3731  -0.054
C1 -1.6946 -4.6640 3.1195  -0.117
C2 -1.3851 -2.5958 -3.0614  -0.036
C3 -0.0569 -1.9484 1.0506  -0.545
C4 4.1798 0.5779 0.3569  0.054
C5 0.5999 2.4647 3.5708  0.023
C6 -0.2302 -5.1145 3.0363  -0.055
C7 2.5606 -0.3486 -1.6199  -0.087
C8 1.9594 2.2698 3.7704  0.042
C9 -3.3048 -1.2315 -2.5998  -0.005
C10 -2.4145 2.7530 -0.0339  -0.094
C11 -2.9711 0.9120 -1.3430  -0.176
C12 3.9248 -0.4963 -1.7657  0.024
C13 -0.4331 -2.8051 2.2626  -0.164
C14 1.3662 4.2564 -2.9540  -0.154
C15 2.7138 1.6894 2.7575  0.053
C16 -1.8057 -3.4791 2.1540  -0.099
C17 0.0491 2.0797 2.3652  -0.083
C18 -3.6424 3.3364 -0.2303  -0.038
C19 2.9134 4.2917 -2.9474  -0.041
C20 2.1042 1.3376 1.5655  -0.182
C21 -4.2242 1.4362 -1.5827  -0.002
C22 0.8604 3.1491 -2.2079  -0.044
C23 4.7527 -0.0168 -0.7598  0.042
C24 -0.6312 -1.6760 -2.3703  -0.090
C25 -2.7576 -2.3845 -3.1642  -0.618
C26 -2.4833 -0.3377 -1.9477  -0.176
C27 -4.5757 2.6651 -1.0221  -0.615
C28 2.8025 0.6872 0.4464  -0.182
H1 -2.3779 -5.4671 2.8557  0.135
H2 -0.0249 2.9031 4.3365  0.142
H3 2.4259 2.5459 4.7075  0.147
H4 3.7671 1.5074 2.9147  0.134
H5 3.3019 4.3508 -1.9317  0.087
H6 1.3776 -3.7657 2.8090  0.194
H7 0.9949 4.1986 -3.9829  0.156
H8 -1.9694 -3.8279 1.1306  0.136
H9 1.8951 -0.6740 -2.4065  0.108
H10 0.7370 -4.2146 1.3737  0.174
H11 4.8124 0.9741 1.1380  0.134
H12 -0.3688 -2.2152 3.1769  0.177
H13 0.2008 -5.2765 4.0205  0.143
H14 3.3310 3.4154 -3.4403  0.088
H15 -1.0151 2.1815 2.1973  0.111
H16 -0.9135 -3.4614 -3.5047  0.135
H17 -1.6651 3.2630 0.5584  0.111
H18 0.4208 -1.8601 -2.2269  0.092
H19 0.9634 5.1818 -2.5278  0.154
H20 4.3248 -0.9608 -2.6562  0.142
H21 -4.9338 0.9217 -2.2140  0.127
H22 3.2341 5.1754 -3.4932  0.104
H23 5.8292 -0.0891 -0.8496  0.147
H24 -4.3686 -1.0599 -2.6739  0.126
H25 -3.8773 4.2909 0.2198  0.136
H26 -0.0986 -6.0251 2.4577  0.144
H27 -2.6113 -2.7976 2.4157  0.137
H28 -1.9437 -4.3520 4.1330  0.132

Computed properties:
Net charge   +4
2S+1   4
Expectation value of S²   3.77
Max |F|   1.90 eV/Å
Frontier orbital gap (spin up / spin down)   8.1 / 6.2 eV


# 5
Entry from OMol25: a structure of composition C28H28BrIN5PdS (the ωB97M-V functional and the def2-TZVPD basis).

Each line ends with the Löwdin charge.
Atoms and positions in Å:
I1 3.1805 -0.3820 1.5569  1.175
Pd1 0.5395 -0.3508 0.5745  0.685
Br1 4.9733 2.5819 0.8951  0.857
S1 0.9725 -0.8588 -1.5753  0.744
N1 -0.2557 -0.2682 2.5031  -0.030
N2 2.0937 3.4049 -0.6851  -0.188
N3 -0.5485 -2.5051 -2.9737  0.152
N4 -0.9446 -1.6883 0.3591  -0.097
N5 -1.2700 -2.1759 -0.8357  0.048
C1 -2.2479 -4.0372 2.7036  -0.026
C2 -1.0688 3.5688 0.0269  -0.019
C3 -0.6292 1.2470 0.0615  -0.142
C4 1.6493 4.7055 -1.2727  0.033
C5 -0.3927 -1.9399 -1.7852  -0.734
C6 -4.2804 -4.5334 0.8680  -0.030
C7 -1.2742 -1.1506 2.6342  -0.181
C8 -2.8122 2.0261 -0.5054  -0.015
C9 -0.1279 2.5401 0.1882  -0.221
C10 -1.9310 0.9667 -0.3078  -0.072
C11 2.2273 2.3559 -1.7339  -0.007
C12 -4.0877 -5.3805 1.9538  -0.014
C13 -3.0650 -5.1390 2.8639  -0.030
C14 -0.0183 0.6221 3.4625  -0.091
C15 -2.4275 -3.1858 1.6012  -0.181
C16 5.2892 1.0357 -0.1603  -0.710
C17 -2.3847 3.3281 -0.3162  -0.019
C18 -3.4424 -3.4526 0.6718  -0.011
C19 -1.8223 -0.2168 4.7692  0.030
C20 1.2856 2.9425 0.5086  -0.110
C21 6.6052 -0.0328 -1.8594  -0.021
C22 4.6156 -0.1656 0.0448  -0.695
C23 -0.7736 0.6706 4.6257  0.014
C24 5.9319 -1.2260 -1.6481  -0.032
C25 -2.0826 -1.1362 3.7547  0.053
C26 4.9296 -1.2992 -0.6919  -0.138
C27 -1.5485 -2.0302 1.4756  -0.107
C28 6.2897 1.0973 -1.1173  -0.095
H1 -3.5909 -2.8048 -0.1786  0.109
H2 2.3856 5.0117 -2.0118  0.120
H3 3.0410 3.5410 -0.3089  0.063
H4 2.6203 1.4512 -1.2713  0.046
H5 -2.9180 -1.8168 3.8251  0.138
H6 -2.2870 -0.0375 -0.4593  0.092
H7 -0.5365 1.3975 5.3896  0.135
H8 1.8703 2.1418 0.9548  0.021
H9 6.1902 -2.1083 -2.2174  0.129
H10 4.4116 -2.2319 -0.5155  0.106
H11 1.2784 3.7841 1.2015  0.150
H12 -3.0709 4.1550 -0.4373  0.133
H13 -4.7373 -6.2346 2.0907  0.128
H14 1.2536 2.1713 -2.1810  0.101
H15 7.3950 0.0224 -2.5963  0.132
H16 -5.0831 -4.7239 0.1691  0.124
H17 6.8336 2.0202 -1.2659  0.119
H18 0.8125 1.2987 3.3052  0.111
H19 -2.9082 -5.8097 3.6972  0.126
H20 -3.8341 1.8161 -0.7926  0.132
H21 -2.4460 -0.1950 5.6529  0.141
H22 -1.2682 -3.1993 -3.1100  0.142
H23 2.9262 2.7071 -2.4895  0.124
H24 0.6846 4.5690 -1.7531  0.108
H25 1.5869 5.4527 -0.4854  0.118
H26 -1.4464 -3.8585 3.4100  0.128
H27 0.0727 -2.3080 -3.7407  0.121
H28 -0.7437 4.5898 0.1889  0.128

Computed properties:
Net charge   +3
Energy relative to the best compared isomer or geometry (same formula, charge and spin)   0.0000 eV
Max |F|   0.69 eV/Å
Frontier orbital gap (spin up / spin down)   5.6 / 5.6 eV


# 6
Entry from OMol25: a structure of composition C28H28BrInN4O5 in a non-equilibrium geometry (the ωB97M-V functional and the def2-TZVPD basis).

Each line ends with the Löwdin charge.
Atoms and positions in Å:
In1 1.5105 0.3374 1.4733  0.947
Br1 2.0808 1.1631 -2.3131  0.875
O1 2.3748 -0.9907 3.1525  -0.051
O2 -4.2497 -0.4267 1.9083  0.040
O3 2.9094 1.9076 1.9023  -0.104
O4 0.7723 -1.8445 1.1143  -0.141
O5 -0.1395 0.7853 2.7469  -0.204
N1 2.9584 -0.7344 0.2421  -0.106
N2 -0.1866 1.0464 0.0220  0.023
N3 -1.4167 0.8867 0.7446  0.012
N4 2.7169 -1.9761 -0.1421  0.039
C1 -4.9482 1.4622 3.1157  -0.035
C2 -3.4337 2.6694 4.4486  -0.099
C3 0.4190 -6.4662 -0.7402  -0.093
C4 -4.7361 2.4317 4.0440  -0.112
C5 -3.8777 0.7186 2.5630  -0.269
C6 -0.3030 1.8859 -3.5839  -0.080
C7 -1.3051 0.4489 2.1134  -0.469
C8 0.2374 1.5848 -2.3632  -0.643
C9 -2.3606 2.0164 3.8326  -0.021
C10 5.1743 -1.0172 -0.8025  -0.034
C11 4.1803 -0.1774 -0.0472  -0.326
C12 2.1274 -4.6954 -0.7960  -0.010
C13 4.0024 2.0366 1.2145  -0.443
C14 1.7013 -6.0203 -1.0940  -0.077
C15 4.5998 1.1295 0.3137  -0.066
C16 0.0788 -4.4362 0.4488  -0.050
C17 -0.4119 1.7431 -1.1025  -0.164
C18 -2.6949 1.1615 -3.1847  -0.036
C19 -2.5496 1.0238 2.8629  -0.087
C20 1.6107 -2.5272 0.3703  -0.412
C21 -1.7358 1.8211 -3.9526  -0.200
C22 1.2899 -3.9265 0.0261  -0.168
C23 -0.3950 -5.6647 0.0577  -0.089
C24 -4.4058 1.7754 -4.7643  -0.074
C25 -4.0325 1.1212 -3.6141  -0.082
C26 4.8527 3.2329 1.5052  -0.033
C27 -2.1750 2.5224 -5.1197  -0.065
C28 -3.4781 2.6287 -5.4570  -0.082
H1 -1.3799 3.0137 -5.7587  0.133
H2 -5.3965 1.6580 -5.2084  0.104
H3 6.1996 -0.7233 -0.5273  0.085
H4 2.5553 -0.8575 4.1198  0.117
H5 4.9336 -2.0715 -0.7064  0.061
H6 0.4134 2.2777 -4.2576  0.083
H7 -3.5559 -0.8494 1.3596  0.111
H8 5.0943 -0.7826 -1.8938  0.098
H9 2.1395 -1.9328 3.0077  0.086
H10 2.2753 -6.6004 -1.7706  0.081
H11 -1.3457 2.2382 4.1888  0.118
H12 -1.3585 -6.0374 0.3977  0.103
H13 4.2570 4.1574 1.6404  0.093
H14 0.0846 -7.3890 -1.2267  0.103
H15 5.5386 1.5182 -0.1155  0.108
H16 -1.3382 2.3146 -1.0716  0.127
H17 -4.7929 0.5769 -3.0240  0.117
H18 -2.0655 1.6732 0.5617  0.142
H19 -3.7029 3.3806 -6.2354  0.115
H20 -3.3086 3.3498 5.2910  0.099
H21 -2.4100 0.6202 -2.2816  0.111
H22 -1.4432 -0.6642 1.9911  0.139
H23 5.4837 3.4097 0.6242  0.080
H24 -5.9667 1.1711 2.8256  0.121
H25 -0.4854 -3.8721 1.2193  0.125
H26 -5.5732 2.9080 4.5949  0.117
H27 2.9932 -4.2203 -1.3324  0.123
H28 5.3935 3.0958 2.4424  0.092

Computed properties:
Net charge   0
Energy relative to the best compared isomer or geometry (same formula, charge and spin)   0.3494 eV
Max |F|   4.63 eV/Å
Frontier orbital gap   5.8 eV